No. 1
Here is 3 unconnected molecules or ions with the total composition C2H9NO in a non-equilibrium geometry from the Open Molecules 2025 dataset. Energies are from the ωB97M-V functional and the def2-TZVPD basis.

Geometry as ORCA input:
```
! RIJCOSX wB97M-V def2-TZVPD def2/J DEFGRID3
* xyz 0 1
H -4.653 1.045 -1.083
H -4.800 1.355 -0.423
C 1.592 0.844 1.279
C 0.240 1.345 1.252
O 1.108 1.471 2.438
H 2.419 1.240 0.697
H 1.658 -0.249 1.264
H 0.187 2.323 0.805
H -0.606 0.679 1.212
N 0.950 -2.540 -1.977
H 0.506 -3.442 -2.010
H 0.346 -1.868 -2.415
H 1.054 -2.202 -1.039
*
```

## Properties
Electronic energy   -211.4876 hartree
SMILES string   [H][H].C1CO1.N
LUMO   0.731 eV
Energy relative to the best compared isomer or geometry (same formula, charge and spin)   255.95 kJ/mol
Maximum force   1.9 eV/Å
Orbital gap   0.403 Ha

No. 2
Here is a gas-phase ion, C4H7N2O2S (charge +1) in a non-equilibrium geometry from the Open Molecules 2025 dataset. Energies are from the ωB97M-V functional and the def2-TZVPD basis.

Geometry as ORCA input:
```
! RIJCOSX wB97M-V def2-TZVPD def2/J DEFGRID3
* xyz 1 1
N -3.178 -1.476 -0.009
S -3.238 -0.049 -0.070
O -4.222 0.930 0.093
O -1.682 0.755 -0.275
C -0.479 0.296 -0.171
N -0.051 -0.908 -0.191
C 1.379 -1.034 -0.002
C 1.876 0.388 -0.100
C 0.627 1.213 0.333
H -0.619 -1.798 -0.322
H 2.039 -1.689 -0.780
H 1.506 -1.505 1.048
H 2.071 0.612 -1.246
H 2.822 0.761 0.496
H 0.439 2.132 -0.251
H 0.708 1.374 1.448
*
```

## Properties
Electronic energy   -814.3805 hartree
SMILES string   N#S(=O)OC1=[NH+]CCC1
LUMO   -5.780 eV
Energy relative to the best compared isomer or geometry (same formula, charge and spin)   427.94 kJ/mol
Maximum force   4.1 eV/Å
Orbital gap   0.366 Ha

No. 3
Here is 3 unconnected molecules or ions with the total composition CH5O4 in a non-equilibrium geometry from the Open Molecules 2025 dataset. Energies are from the ωB97M-V functional and the def2-TZVPD basis.

Geometry as ORCA input:
```
! RIJCOSX wB97M-V def2-TZVPD def2/J DEFGRID3
* xyz -1 1
O -1.677 0.500 1.131
C -0.440 0.163 1.262
O 0.164 -0.341 0.308
H 0.061 0.257 2.278
H 1.758 -0.524 -0.272
H 2.719 0.209 -0.990
O 2.712 -0.574 -0.434
H -0.763 0.012 -0.815
H -2.042 0.138 -1.483
O -1.085 0.281 -1.792
*
```

## Properties
Electronic energy   -342.1254 hartree
LUMO   4.311 eV
Energy relative to the best compared isomer or geometry (same formula, charge and spin)   76.80 kJ/mol
Maximum force   4.0 eV/Å
Orbital gap   0.344 Ha